Entry from OMol25: a structure of composition C5H9NO (ωB97M-V/def2-TZVPD).

The value obtained for the LUMO energy is 0.753 eV. Its total energy is -325.7222 Ha. As for the net charge: 0. Its spin multiplicity is 1. For the energy above the lowest of the compared OMol25 structures with the same formula, charge and spin, the calculation gives 135.13 kcal/mol. The value obtained for the gap between HOMO and LUMO is 7.70 eV.

Each line ends with the Löwdin charge.
Geometry (Å):
C -0.91574 1.29593 -0.24257  0.0337
C 0.01090 -0.29948 0.44971  -0.3192
C -0.89342 -1.24750 1.15218  -0.0463
N -0.02613 -0.02330 -1.05699  -0.0635
C 1.44090 0.19082 -1.01583  -0.0624
C 1.41126 -0.03212 0.51555  -0.4188
O 2.27677 0.04763 1.37418  0.0163
H -1.43032 1.38496 0.72466  0.0701
H -1.67222 1.38420 -1.03208  0.0722
H -0.17931 2.09077 -0.33591  0.0887
H -1.92356 -0.87721 1.26171  0.0693
H -0.50032 -1.41969 2.15909  0.0902
H -0.94771 -2.23081 0.65829  0.0794
H -0.36340 -0.78459 -1.65324  0.1433
H 1.93856 -0.63030 -1.54032  0.1288
H 1.77375 1.15069 -1.41842  0.1183